172
Properties=species:S:1:pos:R:3:forces:R:3:mulliken_charge:R:1 method="wB97M-V/def2-TZVPD" homo_lumo_gap_ev=8.178 lumo_ha=-0.0003 e_above_lowest_kcal_mol=0.0 largest_force_ev_per_a=2.9 homo_energy_ev=-8.2
O 0.097620 -3.520534 -6.197227 -0.1 -0.3 0.7 -0.770
S -0.175263 -3.440082 -4.772922 -0.4 0.9 -0.2 1.167
O 0.938043 -3.363848 -3.844741 -0.2 -0.4 -0.3 -0.596
C -1.279511 -2.028352 -4.425175 0.0 -0.7 1.4 -0.065
C -2.715994 -2.593999 -4.335178 0.8 0.8 -1.3 -0.770
C -2.594427 -3.955554 -3.687161 -0.6 -0.8 0.8 -0.008
C -1.413387 -4.708007 -4.293812 0.1 0.1 -1.7 -0.650
H -1.060229 -1.115488 -4.967216 -0.1 -0.4 -0.6 0.601
H -0.989468 -1.818338 -3.391896 0.1 0.0 0.0 -0.651
H -3.375790 -1.869452 -3.858975 0.1 -0.2 0.5 0.385
H -3.147566 -2.694716 -5.334351 0.2 -0.1 -0.1 0.382
H -3.516919 -4.504173 -3.893100 0.1 -0.2 0.0 0.525
H -2.528653 -3.912858 -2.598509 0.3 0.2 0.0 -0.360
H -1.708548 -5.086192 -5.278550 -0.1 0.3 -0.1 0.484
H -0.982278 -5.602177 -3.853080 0.1 0.5 0.8 0.138
O 6.600078 -2.261751 -0.739043 0.1 -0.1 0.5 -0.702
S 6.237514 -1.547688 0.463106 -0.8 1.7 0.2 1.071
O 6.928377 -0.293879 0.786799 -0.6 -1.1 -0.3 -0.604
C 4.392482 -1.264530 0.452007 0.9 -1.5 -0.2 -0.520
C 3.904522 -1.581782 1.862184 -0.4 0.2 0.4 0.637
C 5.084481 -1.847832 2.800139 0.8 0.3 0.3 0.022
C 6.203158 -2.541874 1.973512 -1.2 0.2 -0.8 -0.897
H 4.042092 -2.094437 -0.163378 0.1 0.3 -0.5 0.432
H 4.135944 -0.320535 -0.018400 0.1 0.1 0.3 0.200
H 3.273058 -0.777840 2.244587 0.2 0.1 0.2 -0.934
H 3.277436 -2.475504 1.894648 0.0 0.0 -0.5 0.460
H 4.771302 -2.481167 3.628143 0.1 -0.1 0.0 0.082
H 5.380540 -0.898126 3.246261 0.4 -0.1 -0.1 0.013
H 5.771930 -3.487908 1.635956 0.3 -0.2 0.0 0.325
H 7.218542 -2.686572 2.328877 -0.1 0.3 0.3 0.516
O -2.967593 0.060920 -6.207800 0.1 0.2 0.0 -0.715
S -2.616971 1.296372 -5.548249 0.4 0.8 1.4 1.200
O -1.511018 1.331168 -4.580581 -0.6 -0.2 -1.3 -0.440
C -2.464406 2.641861 -6.803716 -1.1 -0.5 0.0 -0.930
C -3.430624 3.737169 -6.327995 1.0 0.2 1.2 -0.495
C -4.572814 3.108141 -5.523159 -0.5 -0.9 -0.6 -0.832
C -4.046658 1.975538 -4.651396 0.2 0.2 0.4 -0.444
H -2.826184 2.196709 -7.730351 0.3 -0.1 0.0 0.413
H -1.434332 2.974654 -6.876939 0.0 -0.2 0.0 0.384
H -2.802539 4.337623 -5.662063 -0.4 0.3 0.1 0.237
H -3.800969 4.402700 -7.103684 0.1 -0.2 -0.2 0.407
H -5.246985 2.615333 -6.230674 -0.2 0.3 -0.1 0.301
H -5.148952 3.819496 -4.935985 0.1 0.1 -0.1 0.385
H -4.758851 1.183801 -4.420268 0.0 -0.1 -0.6 0.565
H -3.742276 2.317474 -3.660976 0.6 0.1 -0.2 0.092
O -0.154997 2.198224 -0.753109 1.2 -0.3 0.4 -0.280
S 0.658896 1.022012 -0.450413 -2.0 -1.7 0.0 0.909
O 2.090060 0.973087 -0.695208 -0.4 0.5 0.1 -0.592
C 0.253452 0.339842 1.208397 -0.4 0.8 -0.5 1.416
C -0.131600 -1.115786 1.009661 1.4 -1.1 -0.6 0.101
C -0.918079 -1.268876 -0.326003 -0.6 1.0 1.5 1.385
C -0.173725 -0.370153 -1.320802 0.9 -0.7 -0.1 -1.021
H -0.663388 0.871857 1.481693 0.2 0.3 0.1 -1.553
H 1.090162 0.605466 1.853229 -0.1 -0.2 0.2 0.034
H 0.750665 -1.757136 0.880016 0.3 0.3 0.0 -0.298
H -0.574990 -1.578776 1.892823 -0.6 0.4 -0.1 0.146
H -1.947868 -0.980801 -0.096032 0.0 0.3 -0.4 -0.780
H -0.963026 -2.317325 -0.618983 0.3 0.1 -0.3 -0.278
H -0.688886 0.048525 -2.183034 -0.2 0.0 0.1 0.003
H 0.637285 -1.022353 -1.657172 0.2 0.3 -0.4 0.567
O -2.068790 5.464427 -0.046422 0.1 0.5 0.7 -0.674
S -1.322399 5.901195 1.127731 1.3 0.6 -2.0 1.178
O -1.897671 5.791768 2.426226 -0.8 -0.1 1.1 -0.666
C 0.297214 5.089858 1.114221 -0.6 0.8 0.8 0.256
C 1.270129 6.081817 0.480057 -0.4 0.9 -0.8 0.103
C 0.874027 7.482586 1.007800 -0.1 -0.9 1.1 -1.018
C -0.625059 7.596666 0.852430 -0.7 -0.2 -1.4 -0.802
H 0.113663 4.097682 0.708247 0.4 0.0 -0.2 -0.558
H 0.469208 5.074342 2.191109 0.4 -0.5 0.0 0.360
H 2.325951 5.917491 0.685840 -0.1 -0.4 0.2 0.259
H 1.147904 6.191347 -0.598811 0.0 -0.7 -0.1 0.148
H 1.368934 8.296712 0.483446 0.2 -0.1 0.1 0.410
H 1.117166 7.471297 2.075029 0.2 0.5 0.0 0.381
H -0.841187 7.761057 -0.208971 0.0 -0.2 -0.1 0.362
H -1.119767 8.437627 1.335304 -0.1 -0.5 0.7 0.464
O -1.346291 -6.250519 2.726003 -0.1 1.1 0.0 -0.730
S -2.102588 -5.007842 2.772552 -1.1 -0.1 0.2 1.053
O -1.596327 -3.794980 3.407247 0.2 -0.7 -0.8 -0.432
C -2.842307 -4.671305 1.111252 0.7 -0.1 0.2 0.165
C -4.135557 -3.911557 1.394963 0.6 0.8 0.9 0.024
C -4.686860 -4.318420 2.797157 -0.4 -0.8 -0.1 -0.747
C -3.730394 -5.267392 3.518113 0.3 -0.5 0.0 -0.810
H -2.916433 -5.648894 0.633875 -0.4 -0.1 0.2 0.441
H -2.109009 -4.132925 0.509473 0.0 0.2 0.1 -0.555
H -3.860986 -2.858210 1.490004 0.1 0.0 -0.1 -0.549
H -4.904798 -3.916100 0.626571 0.1 -0.5 -0.1 0.642
H -5.608506 -4.887323 2.670557 -0.2 0.3 0.0 0.289
H -4.892612 -3.451251 3.419768 0.0 0.1 -0.1 0.320
H -3.976175 -6.321379 3.376653 0.0 0.0 -0.4 0.345
H -3.697306 -5.156499 4.600728 0.3 0.4 -0.1 0.496
O 2.820941 -0.320070 7.289485 -0.2 1.1 -0.8 -0.812
S 2.563212 -0.474505 5.865912 0.3 -2.6 1.1 0.973
O 3.484551 0.011943 4.861772 -0.1 0.5 0.2 -0.413
C 2.439458 -2.289643 5.677152 -1.3 0.5 0.2 -1.030
C 1.266370 -2.466257 4.692985 0.8 -0.3 -1.3 0.171
C 0.182364 -1.443494 5.021879 0.1 -0.5 1.4 -0.182
C 0.873322 -0.129498 5.338736 0.2 0.8 -0.7 0.058
H 2.134917 -2.674169 6.651311 0.0 0.2 0.1 0.392
H 3.418503 -2.713448 5.470009 -0.1 0.1 -0.5 0.417
H 1.655673 -2.298052 3.683262 -0.1 0.0 -0.1 -0.537
H 0.853964 -3.473602 4.696581 0.1 0.0 0.1 0.627
H -0.315064 -1.880264 5.893618 -0.2 0.5 0.2 0.447
H -0.609954 -1.267420 4.297186 0.3 -0.3 -0.3 -0.209
H 0.352194 0.554863 6.003914 0.1 -0.1 0.2 0.592
H 1.057740 0.380859 4.389604 -0.1 0.3 0.1 -0.436
O 2.597272 4.839055 3.188425 0.6 -0.4 -0.1 -0.768
S 2.987342 3.441976 3.096671 -0.9 -0.1 -0.4 1.011
O 1.893178 2.492410 3.301094 0.9 0.1 -0.3 -0.362
C 3.944433 3.105313 1.543423 -0.6 1.5 0.9 -0.747
C 4.962864 2.092736 1.949795 -0.2 -1.3 0.7 0.479
C 5.520556 2.554650 3.325725 0.2 -0.5 -0.6 -1.054
C 4.373957 3.081410 4.199521 0.0 1.1 -0.1 -0.790
H 4.395524 4.099981 1.451595 0.3 -0.1 -0.2 0.541
H 3.332606 2.965118 0.654886 -0.3 -0.5 0.3 0.101
H 4.516275 1.109220 2.131968 -0.4 0.1 -0.2 -0.827
H 5.672970 1.873874 1.153049 0.4 0.4 0.3 0.680
H 6.249225 3.332634 3.096075 -0.1 0.2 0.4 0.434
H 6.033509 1.760239 3.865360 0.1 -0.1 -0.2 0.391
H 4.701487 4.025625 4.635699 -0.4 0.2 -0.1 0.519
H 3.962688 2.505113 5.024750 0.3 -0.6 -0.3 0.212
O 3.611493 6.262822 -4.039631 -0.9 -0.2 0.5 -0.719
S 2.343525 5.613403 -3.744178 0.3 -0.6 -0.6 1.092
O 1.368326 6.207039 -2.853685 0.5 -0.1 0.0 -0.622
C 1.487916 5.217194 -5.268272 0.5 0.2 -1.0 -0.926
C 0.963733 3.783510 -5.166750 -0.1 -0.1 -0.4 0.372
C 1.380887 3.175919 -3.828631 -1.3 0.0 1.7 -0.207
C 2.634430 3.848620 -3.296327 -0.2 0.8 -1.3 -0.566
H 2.238474 5.245888 -6.060730 0.3 0.0 0.2 0.343
H 0.813309 6.018945 -5.566016 -0.4 -0.1 0.6 0.488
H -0.107057 3.690366 -5.346205 0.0 0.2 0.4 -0.753
H 1.400996 3.227496 -5.999084 0.2 -0.1 0.2 0.490
H 1.300026 2.088456 -3.831610 0.9 -0.1 -0.3 0.467
H 0.669221 3.385178 -3.019203 -0.6 0.3 -0.5 -0.040
H 3.481449 3.561299 -3.920641 0.5 0.1 0.6 0.401
H 2.751508 3.867715 -2.217031 0.3 -0.5 0.0 0.061
O 1.227744 -4.665855 0.425553 -0.5 0.1 -0.4 -0.726
S 0.714438 -5.355034 -0.745186 0.3 -0.6 0.9 1.043
O -0.410971 -4.795146 -1.479793 0.7 -0.1 0.2 -0.306
C 2.172094 -5.783528 -1.800284 -1.2 0.5 -0.2 -0.509
C 2.373653 -7.275168 -1.642608 -0.5 -0.8 0.1 -0.560
C 0.991666 -7.916327 -1.357941 -0.1 -0.2 -0.5 -0.715
C 0.268011 -7.082023 -0.306599 0.9 0.0 -0.3 -0.710
H 3.033005 -5.175875 -1.536343 -0.2 0.1 0.3 0.333
H 1.812125 -5.463327 -2.780313 0.3 -0.2 -0.2 0.192
H 2.774872 -7.706322 -2.558812 0.2 0.0 0.1 0.349
H 3.042709 -7.522196 -0.818129 0.1 0.2 0.0 0.275
H 1.021170 -8.954240 -1.023590 0.4 0.0 0.1 0.423
H 0.450647 -7.976443 -2.306875 -0.2 0.3 0.1 0.277
H 0.723114 -7.303334 0.658789 -0.1 0.3 0.1 0.420
H -0.798003 -7.284691 -0.256721 -0.1 0.5 -0.1 0.332
C -4.074610 0.878211 -0.715954 -0.1 0.8 -0.1 -0.898
C -3.560560 1.932024 0.276773 0.0 -1.2 1.1 -0.159
N -3.160328 1.335293 1.585193 -0.4 -0.4 -0.1 1.409
C -2.979419 2.423189 2.542468 0.9 -1.5 1.2 -0.491
C -2.367559 1.870247 3.881895 0.1 1.2 -1.6 -1.077
C -3.952232 0.194797 2.095022 0.6 0.5 -0.3 -0.392
C -5.407375 0.485186 2.481052 0.4 -0.1 -0.5 -1.703
H -4.507794 1.414288 -1.564153 0.0 -0.1 0.0 0.280
H -4.860910 0.259036 -0.290020 -0.1 0.0 0.0 0.254
H -3.301917 0.221932 -1.115666 0.1 0.1 0.2 -0.067
H -2.661709 2.421562 -0.098942 -0.2 0.2 -0.2 0.039
H -4.314255 2.681939 0.540511 -0.2 0.1 -0.7 0.383
H -2.233875 3.040014 2.048800 -0.3 0.7 0.3 -0.045
H -3.890004 2.943647 2.861187 -0.1 0.4 -0.7 0.504
H -1.590208 1.179591 3.552546 -0.1 -0.4 0.6 0.001
H -1.874848 2.715364 4.363164 -0.1 -0.1 0.3 0.547
H -3.146748 1.461127 4.518265 0.2 -0.3 0.1 0.278
H -3.384000 -0.194993 2.940261 -0.2 0.0 0.2 0.331
H -3.850117 -0.596403 1.350845 -0.4 0.0 -0.1 -0.079
H -5.433319 1.259702 3.246143 -0.2 -0.1 0.1 0.333
H -5.909416 -0.422785 2.816564 0.0 0.0 0.3 0.410
H -5.960428 0.833249 1.606567 0.0 0.2 0.1 0.308